3 unconnected molecules or ions with the total composition C4H12N2O at a distorted geometry, computed with the ωB97M-V functional and the def2-TZVPD basis.

Geometry as XYZ:
```
19
Properties=species:S:1:pos:R:3:forces:R:3
N -0.320318 1.155640 -1.613869 -0.603 -0.405 -0.390
H -0.696583 -2.076600 1.684164 -0.014 0.175 -0.015
H -0.072246 -0.795652 0.615648 -0.153 0.165 0.069
H -1.194641 0.749852 -1.247316 0.353 0.165 -0.047
H 2.539436 -0.366197 1.204669 0.092 0.101 -0.036
C -2.205144 -1.133165 0.529061 -0.435 0.075 0.225
C 2.693487 -0.093810 0.145434 0.266 0.122 0.348
O 1.502447 0.174626 -0.509733 -0.736 0.767 0.157
H -0.089299 2.198087 0.151497 0.308 -0.259 0.083
H -3.456328 -0.441247 -0.744518 -0.011 -0.083 0.195
H 0.259537 0.436748 -2.074653 -0.417 0.661 -0.123
C 0.431752 1.786999 -0.713266 1.363 -1.310 -0.352
C -0.910595 -1.088961 1.260931 0.343 -0.342 0.056
H 1.320697 2.291905 -1.077565 -0.190 0.126 0.231
N -2.534038 -0.277473 -0.346082 0.081 -0.074 -0.164
H -2.897364 -1.922034 0.851671 -0.011 0.027 -0.192
H 3.203058 -0.951336 -0.325213 -0.156 0.120 -0.020
H -0.989350 -0.388004 2.098578 0.021 -0.014 -0.080
H 3.415492 0.740622 0.110561 -0.102 -0.016 0.055
```
Forces are in eV/Å.

Calculated values
E_HOMO (eV): -8.537
Largest force on an atom (eV Å⁻¹): 1.92
Energy above the lowest of the compared OMol25 structures with the same formula, charge and spin (kJ/mol): 352.1
Total charge: 0
HOMO-LUMO gap (Eh): 0.35052

Results of the Löwdin charge analysis, in e, for atoms 1 through 2: N 0.023; H 0.074

---

A molecular structure, C4H12N2O at a distorted geometry, computed with the ωB97M-V functional and the def2-TZVPD basis.

Geometry as XYZ:
```
19
Properties=species:S:1:pos:R:3:forces:R:3
H -0.528560 -0.789117 1.921467 -0.558 1.704 2.059
H -0.372396 -1.092895 -2.391650 0.007 0.000 -0.006
H -0.252378 0.558147 -3.036441 -0.056 -0.011 0.065
C -0.262143 0.522201 2.661488 -0.194 -1.880 -1.327
H 0.507456 1.386576 -0.818111 -0.003 -0.029 0.002
C 0.154340 -0.142140 -2.305406 0.143 0.080 0.214
C 0.588221 -0.529699 0.109825 -0.483 -1.662 0.417
H 1.206029 -0.295734 -2.551326 0.018 -0.070 0.010
H -0.724214 0.897745 1.759978 0.399 0.562 -0.387
H -0.410165 1.223084 3.477122 -0.511 -0.621 0.484
C -0.029231 0.432263 -0.881924 -0.087 0.312 0.119
N -0.146602 -1.388060 0.777635 0.674 0.822 -1.510
N -1.416430 0.684709 -0.526561 0.105 -0.089 -0.063
H -1.929993 -0.190191 -0.505668 -0.005 0.039 0.064
H 0.774908 0.234355 2.600973 0.586 0.503 -0.308
H 0.388292 -2.196856 1.078418 0.280 0.226 0.346
H 2.372983 0.084658 -0.259557 -0.035 -0.014 -0.105
O 1.934971 -0.701581 0.088023 -0.345 0.186 -0.063
H -1.855088 1.302532 -1.198284 0.064 -0.054 -0.010
```
Forces are in eV/Å.

Calculated values
E_HOMO (alpha / beta) (eV): -7.452 / -7.452
Largest force on an atom (eV Å⁻¹): 2.73
Energy above the lowest of the compared OMol25 structures with the same formula, charge and spin (kJ/mol): 400.5
Total charge: 0
HOMO-LUMO gap (alpha / beta) (Eh): 0.29183 / 0.29185

Results of the Löwdin charge analysis, in e, for atoms 1 through 2: H 0.096; H 0.087

---

C4H12N2O in the gas phase at a distorted geometry, computed with the ωB97M-V functional and the def2-TZVPD basis.

Geometry as XYZ:
```
19
Properties=species:S:1:pos:R:3:forces:R:3
C -0.113942 -0.252378 0.094719 -3.118 -0.766 4.060
H 2.240518 0.417885 -2.312403 -0.196 -0.058 -0.126
H -1.035045 1.250956 -0.834969 0.154 0.120 -0.064
N -0.275944 1.106414 -0.172730 4.714 1.802 -2.553
H 0.375790 -1.351107 -1.442197 0.007 0.088 0.076
H -2.174961 -0.838338 0.753632 -0.094 -0.209 -0.004
C -1.327363 -0.427479 1.299831 1.466 -0.810 -1.866
O -0.410624 -1.152432 -0.922077 -0.031 -0.455 -0.574
H 1.798263 1.827321 -0.298318 -0.660 -0.260 -0.020
C -0.859241 -1.365858 2.391082 -0.175 0.038 -0.051
H -1.669409 -1.577916 3.090239 0.056 -0.084 0.062
N 1.062399 1.534816 -0.930933 -2.617 0.393 1.052
H -1.660488 0.523759 1.709701 0.464 0.194 -0.184
C 1.425000 1.159008 -2.277216 0.010 0.034 0.299
H 1.765931 2.057776 -2.800158 0.050 -0.128 -0.205
H -0.515476 -2.304748 1.959222 0.017 -0.103 0.066
H -0.039529 -0.916970 2.950465 0.079 -0.037 0.074
H 0.560919 0.775295 -2.823936 0.065 -0.001 0.128
H 0.853199 -0.466005 0.566047 -0.191 0.243 -0.170
```
Forces are in eV/Å.

Calculated values
E_HOMO (eV): -8.303
Largest force on an atom (eV Å⁻¹): 5.66
Structure (SMILES): CC[C@@H](O)NNC
Energy above the lowest of the compared OMol25 structures with the same formula, charge and spin (kJ/mol): 330.3
Total charge: 0
HOMO-LUMO gap (Eh): 0.33893

Results of the Löwdin charge analysis, in e, for atoms 1 through 2: C -0.451; H 0.067

---

2 unconnected molecules or ions with the total composition C4H12N2O at a distorted geometry, computed with the ωB97M-V functional and the def2-TZVPD basis.

Geometry as XYZ:
```
19
Properties=species:S:1:pos:R:3:forces:R:3
H -3.457923 -0.299872 0.718132 0.326 -0.322 -0.259
C 1.052086 1.447747 -1.023467 -0.152 0.168 -0.268
H 0.778516 0.602158 -1.676727 0.048 0.386 0.200
H 2.971735 0.614038 -0.493567 -0.310 0.279 0.216
H -3.003623 -2.018171 0.493642 0.143 0.371 -0.163
H 2.366905 1.861807 0.634842 -0.057 -0.308 -0.154
H 0.138876 1.821007 -0.530167 0.334 -0.149 -0.253
H 0.563086 -1.192671 -0.029368 0.151 0.163 0.182
N 1.508186 -0.113032 0.801752 1.774 0.465 1.112
H 2.183935 -0.424572 1.508132 -0.139 0.155 -0.420
C -2.792693 -0.985891 0.167252 -0.605 0.254 0.186
H 1.469076 2.254937 -1.648917 -0.165 -0.295 0.226
O -1.029193 0.311198 1.179532 -0.987 0.261 0.288
H -0.701643 -2.170691 -0.793267 -0.117 0.688 0.558
N -0.427504 -1.397381 -0.182227 -1.486 -0.902 -0.663
C 2.065686 0.994908 0.015822 0.427 -0.033 -0.115
H 0.684956 0.213258 1.319922 0.226 -0.049 -0.256
C -1.353243 -0.614212 0.448272 0.445 -1.059 -0.808
H -3.017223 -0.904571 -0.909587 0.146 -0.073 0.392
```
Forces are in eV/Å.

Calculated values
E_HOMO (eV): -9.290
Largest force on an atom (eV Å⁻¹): 2.14
Structure (SMILES): CC(N)=O.CCN
Energy above the lowest of the compared OMol25 structures with the same formula, charge and spin (kJ/mol): 48.8
Total charge: 0
HOMO-LUMO gap (Eh): 0.37973

Results of the Löwdin charge analysis, in e, for atoms 1 through 2: H 0.084; C -0.118

---

2 unconnected molecules or ions with the total composition C4H12N2O at a distorted geometry, computed with the ωB97M-V functional and the def2-TZVPD basis.

Geometry as XYZ:
```
19
Properties=species:S:1:pos:R:3:forces:R:3
H -1.978665 0.739300 -2.910305 0.869 0.378 1.051
H 0.878039 -1.957101 0.412926 -1.501 3.231 1.476
H -1.545756 2.961559 -2.200728 -0.800 1.012 -0.655
H 5.029899 -1.497296 3.766902 0.449 -1.542 0.565
C -1.182128 -0.094437 -1.006906 4.709 -3.272 0.609
N -1.876081 -1.397860 -0.846143 -1.838 3.086 2.471
H 4.974237 -0.371773 2.842744 -0.610 0.146 1.067
H 1.314576 -0.489675 1.061219 0.196 0.056 0.521
C -1.903492 0.938627 -1.796174 3.075 -0.077 -1.092
H -0.570665 2.580196 -1.006117 1.867 -0.357 1.539
C -1.531412 2.366948 -1.317311 -2.622 -1.118 -1.914
C 0.180875 -0.154787 -0.555251 -2.413 1.542 1.688
H 1.013814 0.624220 -0.655290 -1.837 -0.803 -0.366
H -2.844667 -1.012151 -0.515525 1.660 -1.574 -0.818
H -2.377590 2.570959 -0.655863 0.822 0.933 0.257
H -1.500473 -1.833141 0.040192 -0.289 0.476 -1.230
N 0.447013 -0.925721 0.783642 1.256 -3.184 -4.402
H -2.873631 0.789304 -1.538058 -3.154 -0.330 0.878
O 4.637663 -0.647181 3.731158 0.164 1.397 -1.642
```
Forces are in eV/Å.

Calculated values
E_HOMO (eV): -7.867
Largest force on an atom (eV Å⁻¹): 5.77
Structure (SMILES): CC/C(N)=C/N.O
Energy above the lowest of the compared OMol25 structures with the same formula, charge and spin (kJ/mol): 386.2
Total charge: 0
HOMO-LUMO gap (Eh): 0.31423

Results of the Löwdin charge analysis, in e, for atoms 1 through 2: H 0.139; H 0.132

---

2 unconnected molecules or ions with the total composition C4H12N2O at a distorted geometry, computed with the ωB97M-V functional and the def2-TZVPD basis.

Geometry as XYZ:
```
19
Properties=species:S:1:pos:R:3:forces:R:3
H 1.421765 -2.066258 1.315450 -0.503 1.251 -0.069
H -0.303568 -0.239892 -0.991359 -1.116 0.117 0.030
H 1.730286 1.177664 -1.849303 -0.107 -0.665 -0.932
H 0.768139 1.993686 -0.623769 -0.004 -0.254 -0.075
O -2.136767 -0.174098 -2.080633 0.958 0.229 1.282
H 2.528231 2.163374 -0.619484 -0.297 -0.222 -0.249
H -0.065665 0.542193 1.032911 0.684 0.104 -0.385
H -0.151295 -1.464061 1.734180 0.429 -0.308 0.277
H 2.668114 -0.259453 0.017749 -0.550 0.208 0.029
H -1.920375 -0.151498 1.259251 -0.039 -0.415 -0.186
C 0.834287 -0.063820 0.861668 0.492 -1.423 -0.844
H -1.391029 1.153652 -0.647488 -0.094 0.025 0.019
H -3.157510 -0.804161 0.124526 1.013 0.133 0.263
C -2.052783 -0.712396 0.307203 -1.178 0.965 -0.676
N 0.816985 -1.245174 1.500243 -0.420 0.037 -0.013
C -1.478227 0.063018 -0.953731 -0.004 -0.649 -0.678
N 1.840859 0.331784 0.108993 -0.115 0.523 0.031
H -1.650905 -1.711394 0.336373 0.121 -0.548 0.171
C 1.699452 1.466841 -0.832780 0.731 0.893 2.004
```
Forces are in eV/Å.

Calculated values
E_HOMO (eV): -6.127
Largest force on an atom (eV Å⁻¹): 2.31
Energy above the lowest of the compared OMol25 structures with the same formula, charge and spin (kJ/mol): 456.4
Total charge: 0
HOMO-LUMO gap (Eh): 0.22067

Results of the Löwdin charge analysis, in e, for atoms 1 through 2: H 0.147; H 0.082

---

Q: Which calculated total energy values were calculated for the entries above? A: -9367.5441; -9367.0425; -9367.7709; -9370.6882; -9367.1913; -9366.4633, in eV.